P.
Below is an isolated molecule of C3H2O, with properties calculated with ωB97M-V/def2-TZVPD.

The geometry in XYZ format:
```
6
Properties=species:S:1:pos:R:3:lowdin_charge:R:1
C -1.02 0.30 -0.22 -0.31
H 2.32 0.18 0.06 0.02
C 0.24 -0.04 0.04 -0.16
O -1.99 0.81 -0.61 0.15
H -0.99 -0.85 0.44 0.20
C 1.45 -0.38 0.29 0.11
```

Output
HOMO energy = -9.062 eV
Orbital gap = 0.308 hartree
SMILES string = C#CC=O

***

Q.
Below is an isolated molecule of C3H2O, with properties calculated with ωB97M-V/def2-TZVPD.

The geometry in XYZ format:
```
6
Properties=species:S:1:pos:R:3:lowdin_charge:R:1
H 1.25 -1.21 -0.50 0.13
C -0.35 0.19 0.12 -0.06
C 1.06 -0.37 0.24 -0.31
C -1.41 0.61 -0.29 0.11
H -2.48 0.77 -0.50 0.05
O 1.94 0.01 0.93 0.08
```

Output
HOMO energy = -10.723 eV
Orbital gap = 0.396 hartree
SMILES string = C#CC=O

***

Most stable structure - Q; separation to the second - 242.0 kJ/mol.

***

P.
Below is a 14-piece molecular cluster, C3H33NO14 overall, with properties calculated with ωB97M-V/def2-TZVPD.

The geometry in XYZ format:
```
51
Properties=species:S:1:pos:R:3:lowdin_charge:R:1
H 1.95 -0.23 -4.00 0.09
O 3.60 -1.01 -0.46 -0.09
H 2.88 2.44 -1.80 -0.03
H -3.36 1.22 1.05 0.09
C -2.86 0.50 0.40 -0.05
H 0.88 -3.35 3.52 0.07
H 0.17 2.95 -3.01 0.04
H -0.26 -0.46 0.23 0.09
H 2.28 2.60 0.06 0.01
H 1.49 -0.16 2.51 0.11
C -0.76 -0.20 -0.69 -0.19
H -1.87 -0.10 -4.39 0.03
H -2.62 -3.75 1.47 0.02
H 0.21 1.95 0.06 0.08
O 2.49 2.00 0.76 -0.04
H -1.34 -1.17 4.18 0.04
O 0.49 -3.88 2.80 -0.05
H -3.72 -2.88 -1.16 0.07
H 3.02 1.34 0.28 0.04
O 2.59 0.27 -3.41 -0.06
O -1.10 0.40 -4.09 -0.11
O -1.71 -0.38 3.73 -0.06
O -0.04 4.78 0.62 -0.09
H -3.67 0.08 -0.13 0.05
H 4.17 1.83 -2.54 0.02
O 3.81 2.48 -1.97 -0.03
H -0.40 5.01 1.50 0.04
N -0.79 1.88 0.40 0.05
H -1.03 -0.16 3.10 -0.04
O -3.58 -2.67 -0.21 -0.05
O 1.70 -2.63 0.76 -0.09
C -1.66 1.04 -0.41 -0.34
O 0.55 -0.24 2.17 -0.10
O 0.85 2.43 -2.62 -0.04
H -2.01 1.63 -1.27 0.15
H 1.39 -3.25 1.50 0.03
O -0.56 -0.68 -1.77 0.05
H 0.78 0.57 1.65 0.03
H 3.09 -1.49 0.27 0.03
H 0.89 -2.45 0.29 0.03
H -2.03 -2.76 2.60 0.04
O -2.18 -3.68 2.31 -0.04
H -3.23 -1.77 -0.34 0.00
H 1.02 1.62 -3.16 0.02
H -1.07 0.21 -3.09 0.00
H -0.79 1.44 1.29 0.04
H -0.85 4.28 0.38 0.02
H 2.25 -0.02 -2.56 0.01
H -0.41 -3.51 2.79 0.01
H -2.76 -0.31 1.19 0.09
H 4.10 -1.78 -0.75 0.04
```

Output
HOMO energy = -10.163 eV
Orbital gap = 0.368 hartree

***

Q.
Below is a 13-piece molecular cluster, C3H33NO14 overall, with properties calculated with ωB97M-V/def2-TZVPD.

The geometry in XYZ format:
```
51
Properties=species:S:1:pos:R:3:lowdin_charge:R:1
H -1.85 -2.05 0.61 0.09
H 0.08 3.33 -1.18 0.01
H 0.85 -0.80 -1.99 0.10
H 1.37 -0.28 2.21 -0.02
O -0.54 0.73 -1.83 -0.09
H 1.63 -0.37 0.04 -0.04
H 2.17 0.51 3.26 0.08
H -2.33 1.91 -0.41 -0.07
H 3.78 2.91 -0.06 0.07
H 1.14 2.30 1.66 -0.02
H -4.36 -2.47 -1.82 -0.01
O 2.48 -0.49 0.33 -0.01
O 1.31 3.17 1.38 0.00
H -0.91 -1.13 -2.16 0.11
H 1.98 -1.97 1.23 0.09
C -0.18 -0.55 -1.60 -0.30
O 4.35 2.10 0.04 -0.04
H -1.84 2.90 0.66 0.08
C -0.78 -2.06 0.36 -0.16
O 0.82 2.82 -1.34 -0.04
O -3.07 -0.12 2.04 0.10
H -0.44 -3.56 2.08 0.16
O -3.50 -2.50 -2.10 -0.01
H -3.11 -1.78 -1.60 -0.02
H -0.79 -2.70 -0.48 0.08
H -2.37 0.63 -1.75 0.09
N -0.25 -0.75 -0.10 -0.04
H -0.02 -1.82 2.33 0.04
H -0.65 0.08 0.37 0.03
C 0.02 -2.55 1.65 -0.25
O -0.76 1.27 1.41 -0.14
O 1.36 -2.78 1.40 -0.11
H -0.28 0.63 2.08 0.09
H -3.90 0.06 2.23 0.00
H 1.62 -2.62 -1.32 0.09
H -1.69 1.13 1.75 0.06
O -2.32 2.83 -0.26 -0.07
H 3.81 1.42 0.37 -0.03
H 3.71 0.99 -2.03 0.08
O 0.99 -3.03 -2.03 -0.08
H 0.48 3.59 1.41 0.03
O -3.00 0.27 -1.03 -0.09
H 1.32 2.62 -0.42 0.11
O 1.30 0.36 2.89 -0.01
H -3.88 0.21 -1.44 0.08
H 0.11 1.49 -1.69 0.04
H 0.89 -3.91 -1.69 0.04
O 3.04 0.26 -2.17 -0.09
H -2.97 -0.42 1.24 -0.08
H 2.14 0.73 -2.13 0.06
H 3.04 -0.51 -0.40 0.00
```

Output
HOMO energy = -8.901 eV
Orbital gap = 0.327 hartree

***

Most stable structure - P; separation to the second - 123.4 kJ/mol.

***

P.
Below is an isolated ion of composition C6H13N4 and charge +1, with properties calculated with ωB97M-V/def2-TZVPD.

The geometry in XYZ format:
```
23
Properties=species:S:1:pos:R:3:lowdin_charge:R:1
H -1.43 2.49 0.96 0.14
H 0.83 -2.59 2.63 0.07
C -1.02 -1.10 0.44 -0.07
N 1.43 -0.46 -1.16 0.04
C 0.20 0.26 -1.44 -0.49
C -0.63 0.29 -0.04 -0.20
C -0.11 1.01 1.17 -0.14
N -0.53 -0.23 -2.52 0.05
H 0.57 1.28 -1.71 0.16
N -0.66 2.16 1.51 0.27
C 0.71 0.01 1.88 0.01
H -0.97 0.62 -2.97 0.12
N 0.22 -2.47 1.87 0.21
H 1.98 -0.36 -2.06 0.12
H -0.95 -2.00 -0.25 0.16
H -1.40 0.98 -0.34 0.12
C 0.00 -1.33 1.50 -0.37
H 0.91 0.27 2.84 0.09
H -0.65 2.38 2.50 0.15
H -1.18 -1.07 -2.26 0.14
H 1.19 -1.46 -1.00 0.09
H 1.70 0.06 1.30 0.18
H -1.95 -1.00 0.95 0.13
```

Output
HOMO energy = -13.168 eV
Charge = +1
Orbital gap = 0.309 hartree
SMILES string = [H]/N=C1\CC(=[NH2+])[C@@H](C(N)N)C1

***

Q.
Below is an isolated ion of composition C6H13N4 and charge +1, with properties calculated with ωB97M-V/def2-TZVPD.

The geometry in XYZ format:
```
23
Properties=species:S:1:pos:R:3:lowdin_charge:R:1
H 1.18 0.46 2.39 0.11
H 2.34 -2.24 -2.47 0.12
N 0.04 0.28 0.66 -0.22
H -3.07 -0.04 -1.04 0.12
H -0.40 -0.40 2.61 0.12
H 1.03 -1.14 2.04 0.09
N 2.43 -0.29 -1.85 0.06
C 0.17 1.77 0.54 0.01
C 1.97 -1.51 -1.75 -0.10
H -0.49 2.45 1.11 0.14
N 1.72 0.45 -1.04 0.05
H 0.20 -2.36 -0.50 0.16
C 0.96 -1.56 -0.76 -0.05
C 0.50 -0.26 1.98 0.06
C -2.04 0.43 -0.88 -0.06
H 1.17 2.08 0.41 0.08
C -1.39 -0.10 0.39 -0.19
H -2.25 1.47 -0.67 0.07
H -1.19 -1.21 0.23 0.12
H -2.08 -0.16 1.30 0.17
H -0.30 1.96 -0.49 0.11
H -1.33 0.23 -1.81 0.14
N 0.86 -0.31 -0.39 -0.12
```

Output
HOMO energy = -13.939 eV
Charge = +1
Orbital gap = 0.411 hartree
SMILES string = CC[N+](C)(C)n1ccnn1

***

Most stable structure - P; separation to the second - 265.6 kJ/mol.

***

P.
Below is C23H33N3O5S2 as an isolated structure, with properties calculated with ωB97M-V/def2-TZVPD.

The geometry in XYZ format:
```
66
Properties=species:S:1:pos:R:3:lowdin_charge:R:1
C -2.37 2.42 -1.02 0.00
C 5.17 -1.57 0.40 -0.21
C 2.26 2.90 0.38 0.08
H 5.01 -0.83 -0.41 0.12
O 1.36 -0.25 1.19 -0.12
H -6.46 0.42 0.68 -0.02
C -2.34 1.19 -0.40 -0.35
C 5.02 -0.51 1.57 -0.38
H -4.36 1.36 1.46 0.12
H -1.19 4.23 -1.10 0.05
H 5.22 -1.05 2.83 0.20
H 2.79 -1.51 -1.20 0.08
H 1.87 5.55 0.04 0.13
N 1.03 3.55 0.00 -0.01
H -0.98 -0.61 0.29 0.24
C 0.88 -3.09 -0.51 -0.25
H 3.14 -0.46 1.84 0.06
C -4.53 0.24 1.61 -0.18
H 3.20 -2.37 -2.97 0.13
H 0.90 -2.14 -2.14 0.00
O -3.08 -1.14 -1.62 -0.33
H 0.30 5.52 -0.28 0.11
C -1.07 0.72 0.06 0.05
C 0.06 2.91 -0.29 -0.18
C 2.32 1.74 0.86 -0.10
H 0.86 -2.17 0.17 0.09
H -3.64 -2.55 0.01 0.02
S -3.54 0.12 -0.88 0.69
C 1.44 5.03 -1.93 -0.05
H -0.80 -4.48 -1.13 0.09
N -3.75 -0.55 0.65 -0.24
C 1.51 -2.77 -1.91 -0.33
C 4.17 -2.69 0.47 -0.68
C -1.28 3.32 -0.65 0.05
O -4.79 0.70 -1.16 -0.25
H -6.57 0.55 2.47 0.21
H -1.31 -3.66 0.49 0.10
H -1.30 -2.82 -1.08 -0.01
C -0.69 -3.48 -0.53 -0.10
C -0.03 1.50 0.35 -0.06
H 1.39 -3.87 -2.53 0.19
H -3.35 2.83 -1.44 0.15
S 3.84 -3.67 -0.85 0.88
H 2.30 4.85 -2.33 -0.01
H 3.16 3.62 0.43 0.19
C -4.21 -2.08 0.66 -0.12
H 4.44 -3.49 1.33 0.13
H 5.92 0.05 1.54 0.10
O -6.32 -1.17 1.63 -0.13
C 1.26 1.05 0.52 -0.16
H -4.12 -0.11 2.78 0.20
C 1.14 4.90 -0.42 -0.21
N 3.91 -0.05 1.50 0.02
H 1.33 -3.86 -0.05 0.02
H 0.41 4.73 -2.50 0.12
H 6.26 -2.07 0.45 0.15
H -6.06 -3.26 0.82 0.09
C 3.82 1.43 1.08 -0.25
C -5.72 -2.30 0.62 -0.01
C 2.84 -2.39 -1.84 -0.43
H -6.08 -1.91 -0.35 0.12
H 3.24 -2.25 0.94 0.07
C -5.99 0.00 1.26 -0.34
O 4.74 2.04 0.64 0.12
H -3.91 -2.58 1.79 0.19
H 1.33 6.28 -2.27 0.16
```

Output
HOMO energy = -8.069 eV
Orbital gap = 0.238 hartree

***

Q.
Below is an isolated molecule of C23H33N3O5S2, with properties calculated with ωB97M-V/def2-TZVPD.

The geometry in XYZ format:
```
66
Properties=species:S:1:pos:R:3:lowdin_charge:R:1
C -2.30 -0.06 1.45 0.02
H 6.00 1.08 -0.79 0.07
C 1.76 3.60 1.17 -0.05
H -4.99 -0.96 -0.49 0.12
H -3.29 3.02 2.33 0.12
C 3.12 -1.51 -2.44 -0.48
O -5.53 1.90 2.27 -0.28
N 1.00 1.44 2.07 -0.03
H -6.77 2.37 -1.77 0.13
H -2.70 -1.03 1.17 0.13
H 1.56 -4.75 -2.86 0.06
H 5.18 -0.95 -2.23 0.11
C 1.96 -4.10 -2.08 -0.48
H -3.90 2.56 -0.69 0.13
O -0.56 -2.11 0.73 0.04
H -0.86 3.35 2.51 0.11
C 2.28 -4.93 -0.84 -0.25
O -5.22 1.48 -2.80 -0.13
C 1.64 2.70 2.40 -0.18
N 1.97 -3.04 0.68 0.09
C -5.68 2.47 -1.92 -0.18
C 4.26 -0.89 -1.65 -0.29
H -3.65 0.07 -1.09 0.13
H 5.03 0.51 0.56 0.06
H 4.80 2.15 -0.07 0.06
H -5.46 3.43 -2.39 0.13
H 3.00 -1.00 -3.40 0.07
C -1.24 2.39 2.21 0.01
H 2.19 -1.45 -1.89 0.07
H 2.98 0.63 -0.83 0.09
C -2.60 2.22 2.11 -0.04
H 3.94 1.17 -2.21 0.11
H 1.36 -5.42 -0.51 0.11
H 0.78 3.83 0.76 0.07
C -4.98 2.36 -0.56 -0.17
C 1.34 -0.85 1.41 -0.02
C -3.13 0.99 1.74 -0.25
O -5.28 -0.54 1.89 -0.27
H 3.81 -3.66 0.02 0.10
C 3.97 0.57 -1.30 -0.27
C 5.01 1.12 -0.34 -0.11
H 2.85 0.50 1.96 0.14
H 3.01 -5.70 -1.11 0.11
H 1.22 -3.33 -1.86 0.06
C 2.86 -4.11 0.31 -0.19
H 2.25 4.53 1.44 0.08
H 2.35 3.10 0.41 0.07
H 2.63 2.48 2.79 0.13
C -5.45 0.19 -2.29 -0.18
N -5.21 1.03 -0.05 -0.24
C 2.40 -1.88 1.18 -0.45
H 1.07 3.20 3.19 0.12
H 0.96 -3.17 0.58 0.11
C -0.37 1.32 1.94 -0.12
H 3.05 -4.76 1.16 0.13
C -0.07 -1.07 1.19 -0.31
O 3.58 -1.63 1.42 0.03
H 4.41 -1.44 -0.73 0.08
C 1.78 0.37 1.83 0.03
C -0.91 0.08 1.54 -0.04
H -5.06 -0.51 -3.03 0.13
H -6.53 0.03 -2.15 0.13
C -4.74 0.00 -0.94 -0.17
S -4.91 0.81 1.58 0.67
H -5.40 3.07 0.16 0.12
S 3.42 -3.28 -2.82 0.87
```

Output
HOMO energy = -8.331 eV
Orbital gap = 0.294 hartree
SMILES string = CCCCSCCCNC(=O)c1cn(CC)c2ccc(S(=O)(=O)N3CCOCC3)cc2c1=O

***

Most stable structure - Q; separation to the second - 2210.9 kJ/mol.

***

P.
Below is a 2-piece molecular cluster, C2H2N2 overall, with properties calculated with ωB97M-V/def2-TZVPD.

The geometry in XYZ format:
```
6
Properties=species:S:1:pos:R:3:lowdin_charge:R:1
C 1.38 -0.39 0.75 -0.09
C -1.28 -0.36 -0.23 -0.12
H -0.30 -0.51 -0.71 0.03
N -2.19 -0.12 0.40 0.06
H 0.87 -0.28 1.65 0.05
N 1.84 -0.85 -0.18 0.08
```

Output
HOMO energy = -12.804 eV
Orbital gap = 0.505 hartree
SMILES string = C#N.C#N

***

Q.
Below is a 2-piece molecular cluster, C2H2N2 overall, with properties calculated with ωB97M-V/def2-TZVPD.

The geometry in XYZ format:
```
6
Properties=species:S:1:pos:R:3:lowdin_charge:R:1
H 1.03 0.49 -0.45 0.02
C -0.42 -0.62 1.31 -0.07
H -1.13 0.03 1.02 0.02
N 0.59 -1.25 1.33 0.07
N -0.45 0.81 -1.96 0.07
C 0.39 0.54 -1.26 -0.12
```

Output
HOMO energy = -12.782 eV
Orbital gap = 0.501 hartree
SMILES string = C#N.C#N

***

Most stable structure - P; separation to the second - 15.7 kJ/mol.

***

P.
Below is H5NOSSi as an isolated structure, with properties calculated with ωB97M-V/def2-TZVPD.

The geometry in XYZ format:
```
9
Properties=species:S:1:pos:R:3:lowdin_charge:R:1
O -1.68 -0.43 0.15 -0.23
H 0.34 -1.96 -0.12 -0.06
H 1.92 0.46 1.36 -0.07
Si -0.13 -0.60 -0.26 0.28
H 0.12 1.40 -1.95 -0.20
H -2.39 -0.37 -0.48 0.05
S 0.34 0.12 -2.22 0.42
H 0.51 0.54 2.19 -0.08
N 0.97 0.83 1.33 -0.12
```

Output
HOMO energy = -9.136 eV
Orbital gap = 0.352 hartree

***

Q.
Below is a 2-piece molecular cluster, H5NOSSi overall, with properties calculated with ωB97M-V/def2-TZVPD.

The geometry in XYZ format:
```
9
Properties=species:S:1:pos:R:3:lowdin_charge:R:1
N -0.60 -1.30 -0.99 -0.14
H -1.13 -0.89 -1.74 0.01
H -0.37 -0.80 1.57 -0.08
H 2.48 2.24 0.61 0.06
O 2.13 1.33 0.70 -0.08
Si -1.26 -0.75 0.47 0.12
H 1.31 1.29 0.20 0.00
H 0.39 -1.43 -1.11 0.02
S -2.94 0.31 0.29 0.09
```

Output
HOMO energy = -9.037 eV
Orbital gap = 0.326 hartree
SMILES string = N[SiH]=S.O

***

R.
Below is a 2-piece molecular cluster, H5NOSSi overall, with properties calculated with ωB97M-V/def2-TZVPD.

The geometry in XYZ format:
```
9
Properties=species:S:1:pos:R:3:lowdin_charge:R:1
H -2.24 0.41 0.21 0.00
H 3.25 1.19 -0.49 -0.07
H -1.62 0.44 1.72 0.00
O 0.63 0.99 -1.10 -0.43
H 1.41 -1.85 -1.80 -0.19
H -1.10 -0.66 0.63 -0.01
N -1.92 -0.17 0.97 0.01
Si 2.05 0.54 -0.95 0.26
S 2.62 -1.47 -1.38 0.43
```

Output
HOMO energy = -9.682 eV
Orbital gap = 0.351 hartree
SMILES string = O=[SiH]S.N

***

Most stable structure - Q; separation to the second - 16.6 kJ/mol.